# 1
Molecular formula: C36H73BrCl3F3KLiMgN8O11P
Method: DFT, ωB97M-V with the def2-TZVPD basis set

Geometry as XYZ:
```
139
Properties=species:S:1:pos:R:3
C -1.78 1.50 4.03
C -1.31 0.62 2.83
N -1.29 1.23 1.46
C -1.67 2.66 1.32
C -3.24 2.87 1.40
O -3.86 2.44 0.18
C -3.52 4.44 1.59
N -4.35 4.93 0.47
C -0.97 0.46 0.46
N -1.00 1.00 -0.89
C 0.18 1.81 -1.26
C -0.01 2.89 -2.42
C -1.38 3.66 -2.42
C -1.10 5.21 -2.37
C -0.64 5.79 -3.78
O -1.69 5.73 -4.78
C -1.34 4.88 -5.90
C -1.24 -0.13 -1.84
C -2.45 -0.02 -2.83
C -2.13 -0.60 -4.27
N -3.40 -0.46 -5.06
N -1.12 0.17 -4.98
N -1.85 -2.05 -4.21
C -1.10 -1.48 -1.00
C -0.15 -2.60 -1.62
C 0.99 -2.09 -2.56
C 2.06 -1.17 -1.89
Cl 2.88 0.02 -3.01
C -2.44 -2.31 -0.89
C -3.59 -1.72 -0.02
C -3.61 -2.19 1.49
O -3.77 -0.30 -0.08
N -0.64 -0.87 0.28
P 0.06 -1.87 1.54
C 1.87 -2.26 1.17
O -0.65 -3.43 1.52
H -1.50 0.95 4.96
H -2.89 1.62 4.09
H -1.32 2.51 4.12
H -0.25 0.30 3.05
H -1.91 -0.31 2.83
H -1.10 3.34 2.07
H -1.40 3.08 0.32
H -3.71 2.27 2.21
H -4.59 1.87 0.45
H -2.52 4.95 1.50
H -3.98 4.67 2.58
H -4.99 5.67 0.76
H -3.72 5.25 -0.26
H 1.10 1.22 -1.47
H 0.41 2.44 -0.35
H 0.23 2.39 -3.39
H 0.80 3.64 -2.24
H -1.87 3.44 -3.41
H -2.12 3.31 -1.66
H -2.06 5.74 -2.15
H -0.27 5.48 -1.68
H 0.33 5.35 -4.12
H -0.41 6.90 -3.57
H -2.24 4.27 -6.15
H -1.10 5.48 -6.82
H -0.51 4.17 -5.68
H -0.40 0.08 -2.57
H -2.73 1.05 -3.01
H -3.38 -0.54 -2.49
H -3.10 -0.83 -6.03
H -4.14 -1.04 -4.66
H -1.47 0.52 -5.87
H -0.33 -0.45 -5.13
H -2.71 -2.58 -4.29
H -1.22 -2.35 -4.96
H 0.29 -3.28 -0.86
H -0.81 -3.24 -2.26
H 0.53 -1.53 -3.42
H 1.50 -2.97 -3.02
H 2.87 -1.83 -1.49
H 1.61 -0.68 -1.00
H -2.26 -3.36 -0.55
H -2.83 -2.42 -1.94
H -4.55 -2.16 -0.43
H -4.53 -1.85 2.00
H -3.62 -3.31 1.43
H -2.68 -1.93 2.04
H -4.40 -0.05 -0.76
H 2.34 -2.60 2.13
H 2.38 -1.31 0.88
H 2.01 -3.10 0.45
H -1.10 -3.55 2.36
C 2.41 -5.78 2.85
C 1.83 -6.76 3.83
O 1.64 -5.95 5.00
C 1.54 -4.66 4.59
O 1.21 -3.76 5.29
O 1.86 -4.53 3.28
H 2.13 -6.00 1.82
H 3.50 -5.73 2.91
H 0.86 -7.15 3.51
H 2.50 -7.59 4.03
Br -3.99 1.80 -5.56
C -0.50 -9.49 1.02
C 0.55 -10.16 0.13
C 1.86 -10.43 0.85
C 2.52 -9.21 1.28
N 3.03 -8.23 1.63
H -0.16 -8.51 1.37
H -1.43 -9.34 0.47
H -0.72 -10.11 1.89
H 0.73 -9.53 -0.75
H 0.15 -11.11 -0.23
H 2.55 -10.99 0.15
H 1.69 -11.08 1.72
K 4.95 1.19 -2.75
Cl -2.63 -1.55 -7.67
Cl 3.25 -11.45 -1.60
Li -1.08 7.60 -4.98
Mg 0.36 3.09 2.51
O 3.51 7.48 -1.24
C 3.19 8.45 -2.06
C 2.01 7.92 -3.06
O 1.68 8.87 -3.91
H 3.99 8.82 -2.73
H 2.80 9.37 -1.61
H 1.21 7.55 -2.39
H 2.40 6.98 -3.50
C 3.92 1.06 5.95
C 3.44 2.42 5.47
O 3.93 3.50 6.22
C 5.28 3.99 5.92
O 5.44 4.23 4.64
C 6.40 3.07 6.52
F 6.06 2.58 7.74
F 7.54 3.77 6.72
F 6.74 2.01 5.76
H 3.95 1.01 7.04
H 3.26 0.27 5.57
H 4.92 0.84 5.57
H 2.35 2.45 5.61
H 3.60 2.55 4.39
H 5.33 4.86 6.60
```

Charge ... -1
E_tot ... -219971.3143 eV
Kohn-Sham gap ... 1.46 eV

Mulliken atomic charge list, values in e, 5 entries:
1. C -1.122
2. C -0.282
3. N 1.455
4. C -0.763
5. C -0.207

---

# 2
Molecular formula: C10H17N4O
Method: DFT, ωB97M-V with the def2-TZVPD basis set

Geometry as XYZ:
```
32
Properties=species:S:1:pos:R:3
C 0.44 -1.37 0.75
C 1.55 -2.18 0.82
C 1.54 -2.55 -1.47
C 3.14 1.37 0.31
C 0.45 -1.53 -1.72
C 2.13 2.15 1.28
C -0.12 -0.95 -0.43
C -3.03 -0.59 0.76
C -2.64 1.64 0.05
C -1.95 0.40 0.43
N 2.02 -2.80 -0.33
N 2.50 0.95 -0.71
N 1.15 1.16 -0.67
N -1.16 -0.16 -0.62
O 0.90 1.99 0.50
H -0.07 -0.97 1.73
H 2.16 -2.59 1.72
H 1.91 -3.01 -2.28
H 4.29 1.27 0.30
H 0.80 -0.63 -2.33
H -0.24 -2.07 -2.24
H 2.19 1.78 2.31
H 2.52 3.12 1.20
H -3.81 -0.79 -0.08
H -2.87 -1.67 1.10
H -3.67 -0.34 1.59
H -3.13 2.08 0.96
H -3.27 1.38 -0.84
H -1.94 2.47 -0.29
H -1.40 0.63 1.28
H 1.01 1.65 -1.56
H -1.41 0.18 -1.51
```

Charge ... +1
E_tot ... -18641.5917 eV
Kohn-Sham gap ... 7.65 eV

Mulliken atomic charge list, values in e, 5 entries:
1. C 0.042
2. C -0.516
3. C -0.346
4. C -0.153
5. C -0.582

---

# 3
Molecular formula: C17H19ClN6O2S2
Method: DFT, ωB97M-V with the def2-TZVPD basis set

Geometry as XYZ:
```
47
Properties=species:S:1:pos:R:3
C 3.72 1.77 -0.53
H 4.37 1.79 0.34
H 2.99 2.57 -0.44
H 4.32 1.93 -1.42
C 3.00 0.42 -0.62
N 2.17 0.37 -1.80
C 2.14 -0.72 -2.60
O 2.96 -1.61 -2.53
C 1.06 -0.70 -3.63
C -0.21 -0.21 -3.36
C -1.19 -0.24 -4.34
C -0.90 -0.76 -5.59
C 0.36 -1.28 -5.87
C 1.33 -1.25 -4.88
H 2.31 -1.65 -5.07
H 0.57 -1.69 -6.84
Cl -2.12 -0.79 -6.81
H -2.18 0.14 -4.13
H -0.46 0.17 -2.38
H 1.41 1.03 -1.82
C 2.15 0.20 0.59
N 0.92 0.62 0.71
N 0.46 0.25 1.92
C 1.43 -0.39 2.52
N 2.53 -0.46 1.72
C 3.78 -1.11 2.00
H 4.58 -0.37 2.04
H 3.70 -1.61 2.96
H 4.01 -1.84 1.22
S 1.34 -1.04 4.12
C -0.31 -0.41 4.52
C -0.35 1.08 4.26
O 0.53 1.84 4.59
N -1.48 1.58 3.65
C -2.52 0.94 3.06
N -2.84 -0.28 3.18
C -3.97 -0.69 2.41
H -4.67 -1.22 3.07
H -3.62 -1.40 1.65
C -4.66 0.53 1.74
H -4.79 0.39 0.67
H -5.62 0.75 2.19
S -3.56 1.95 2.02
H -1.42 2.57 3.45
H -0.46 -0.60 5.58
H -1.06 -0.93 3.93
H 3.73 -0.39 -0.72
```

E_tot ... -65166.9266 eV
Kohn-Sham gap ... 9.02 eV

Mulliken atomic charge list, values in e, 5 entries:
1. C -1.535
2. H 0.321
3. H 0.364
4. H 0.424
5. C 0.127